{"formula": "C82H54O12", "method": "ωB97M-V/def2-TZVPD", "smiles": "O=C1CC[C@@H](CCc2ccccc2)O1.O=C1c2ccccc2C(=O)c2ccccc21.O=C1c2ccccc2C(=O)c2ccccc21.O=C1c2ccccc2C(=O)c2ccccc21.O=C1c2ccccc2C(=O)c2ccccc21.O=C1c2ccccc2C(=O)c2ccccc21", "homo_lumo_gap_ha": 0.2898, "total_energy_ev": -110482.452, "lumo_ev": -1.157, "e_homo_ev": -9.04, "symbols": ["O", "C", "C", "C", "C", "C", "C", "C", "C", "C", "C", "C", "C", "O", "H", "H", "H", "H", "H", "H", "H", "H", "H", "H", "H", "H", "H", "H", "C", "C", "C", "C", "C", "C", "C", "O", "C", "C", "C", "C", "C", "C", "C", "O", "H", "H", "H", "H", "H", "H", "H", "H", "C", "C", "C", "C", "C", "C", "C", "O", "C", "C", "C", "C", "C", "C", "C", "O", "H", "H", "H", "H", "H", "H", "H", "H", "C", "C", "C", "C", "C", "C", "C", "O", "C", "C", "C", "C", "C", "C", "C", "O", "H", "H", "H", "H", "H", "H", "H", "H", "C", "C", "C", "C", "C", "C", "C", "O", "C", "C", "C", "C", "C", "C", "C", "O", "H", "H", "H", "H", "H", "H", "H", "H", "C", "C", "C", "C", "C", "C", "C", "O", "C", "C", "C", "C", "C", "C", "C", "O", "H", "H", "H", "H", "H", "H", "H", "H"], "positions_angstrom": [[0.213074, 4.278907, 4.650354], [0.605626, 4.598509, 3.570363], [1.136063, 3.638931, 2.453905], [1.304895, 4.578913, 1.172560], [0.588041, 5.898642, 1.620841], [-0.855306, 6.229459, 1.111987], [-1.731281, 4.989101, 0.704097], [-3.175384, 4.996847, 1.320675], [-3.906104, 6.185186, 1.687645], [-5.229389, 6.121689, 2.295237], [-5.811634, 4.820759, 2.529298], [-5.103495, 3.624275, 2.129713], [-3.794181, 3.682916, 1.528015], [0.626255, 5.894986, 3.069581], [0.305192, 2.929140, 2.206625], [2.004001, 2.974056, 2.693615], [2.416074, 4.680064, 1.061034], [0.768348, 4.077081, 0.336578], [1.251618, 6.753886, 1.348818], [-1.365401, 6.781587, 1.948893], [-0.813352, 6.972612, 0.268861], [-1.287601, 4.005683, 1.025547], [-1.841784, 4.897521, -0.413239], [-3.395694, 7.163253, 1.517188], [-5.712799, 7.079395, 2.573078], [-6.812523, 4.742758, 3.012436], [-5.562307, 2.627481, 2.287390], [-3.252472, 2.760161, 1.224232], [-1.156818, 3.294988, 6.755794], [0.202265, 3.156303, 7.034570], [0.649323, 2.065845, 7.766782], [-0.257068, 1.116002, 8.232286], [-1.619221, 1.269446, 7.972680], [-2.063824, 2.356270, 7.223690], [-2.603395, 0.293814, 8.502822], [-3.791074, 0.423811, 8.274301], [-2.113296, -0.841329, 9.325887], [-3.027081, -1.733890, 9.878824], [-2.578752, -2.804752, 10.638018], [-1.214502, -2.994130, 10.840730], [-0.300592, -2.104303, 10.296368], [-0.747309, -1.020487, 9.545782], [0.238155, -0.054279, 8.997455], [1.430642, -0.217750, 9.177860], [-1.506145, 4.139301, 6.177542], [0.907679, 3.893470, 6.681910], [1.706255, 1.957220, 7.979053], [-3.119166, 2.472534, 7.008252], [-4.089593, -1.592580, 9.721256], [-3.292393, -3.495506, 11.071825], [-0.864973, -3.835206, 11.428141], [0.759967, -2.252418, 10.460388], [6.925379, -2.158663, -2.888563], [5.824514, -1.629991, -3.555724], [4.735470, -1.161554, -2.836292], [4.736504, -1.230299, -1.448093], [5.829937, -1.782688, -0.779658], [6.928617, -2.235913, -1.503874], [5.824738, -1.908986, 0.698023], [6.779129, -2.389241, 1.281006], [4.631314, -1.450014, 1.451342], [4.585649, -1.614181, 2.833066], [3.480099, -1.176796, 3.548233], [2.418811, -0.564799, 2.887158], [2.457694, -0.404117, 1.508643], [3.558360, -0.854439, 0.786415], [3.572709, -0.709903, -0.690551], [2.642653, -0.178667, -1.270704], [7.779690, -2.516399, -3.451012], [5.817350, -1.581976, -4.638588], [3.883316, -0.746520, -3.360190], [7.785481, -2.653570, -0.988928], [5.410375, -2.086942, 3.352752], [3.444549, -1.310377, 4.623136], [1.558548, -0.216897, 3.447694], [1.626194, 0.068188, 0.999104], [6.520025, -6.614102, 2.917140], [6.749841, -5.473416, 2.151871], [6.296276, -5.412973, 0.843198], [5.621095, -6.495571, 0.289416], [5.411334, -7.648405, 1.048187], [5.853063, -7.699708, 2.367081], [4.735546, -8.829648, 0.454762], [4.548643, -9.833222, 1.115291], [4.299281, -8.766179, -0.963598], [3.715398, -9.883661, -1.553136], [3.292302, -9.830496, -2.873163], [3.442206, -8.657447, -3.607897], [4.028381, -7.543118, -3.026762], [4.467184, -7.596739, -1.706883], [5.124969, -6.409380, -1.106576], [5.260028, -5.384703, -1.749271], [6.866989, -6.657378, 3.943007], [7.281174, -4.630338, 2.577340], [6.472732, -4.523120, 0.254109], [5.681054, -8.587010, 2.964322], [3.593470, -10.797866, -0.984748], [2.842558, -10.703511, -3.331527], [3.104628, -8.614957, -4.636920], [4.147433, -6.633655, -3.603389], [-5.200548, 5.864349, -6.139121], [-6.302744, 6.387175, -6.810021], [-7.402157, 6.838018, -6.095059], [-7.409461, 6.757191, -4.705655], [-6.314349, 6.210867, -4.034624], [-5.205924, 5.775505, -4.755164], [-6.326761, 6.072387, -2.555591], [-5.371157, 5.600149, -1.970802], [-7.530395, 6.513296, -1.806528], [-7.582655, 6.338569, -0.426359], [-8.696960, 6.759099, 0.284205], [-9.760972, 7.364744, -0.378996], [-9.716133, 7.536129, -1.754582], [-8.605864, 7.102733, -2.473627], [-8.584437, 7.259368, -3.949465], [-9.514641, 7.784463, -4.530484], [-4.338347, 5.520717, -6.698670], [-6.302142, 6.444449, -7.892200], [-8.255738, 7.248950, -6.620574], [-4.348454, 5.363023, -4.237364], [-6.757139, 5.870460, 0.096735], [-8.737417, 6.617169, 1.358234], [-10.628056, 7.699311, 0.178591], [-10.548132, 8.003469, -2.267373], [2.420772, -0.347291, -5.898619], [1.708768, -0.828775, -4.802666], [1.041930, -2.042085, -4.886180], [1.073863, -2.773868, -6.069516], [1.767493, -2.279240, -7.175581], [2.449804, -1.069570, -7.082465], [1.770405, -3.024111, -8.460025], [2.377467, -2.595833, -9.422479], [1.011602, -4.297072, -8.550290], [0.956532, -4.979109, -9.762483], [0.261420, -6.175870, -9.854254], [-0.374496, -6.701821, -8.732876], [-0.327138, -6.023314, -7.524264], [0.357445, -4.814899, -7.431416], [0.371492, -4.079963, -6.141538], [-0.186761, -4.536589, -5.162958], [2.949456, 0.596695, -5.829195], [1.676845, -0.256986, -3.881618], [0.493727, -2.415831, -4.029726], [3.000407, -0.688573, -7.934188], [1.452343, -4.575685, -10.637198], [0.215611, -6.702470, -10.800328], [-0.911323, -7.640573, -8.804192], [-0.827335, -6.433582, -6.655242]], "atomic_forces_ev_per_a": [[0.3, 0.9, -0.7], [0.8, -0.3, -1.7], [-1.2, 0.1, -1.1], [-0.1, -1.1, 1.6], [1.1, 0.9, -0.6], [-0.2, -0.2, 0.1], [-0.9, -0.1, 0.2], [-1.1, -1.0, 0.4], [-0.2, -1.2, 0.2], [1.6, -1.6, -0.6], [1.1, 0.5, -0.6], [0.8, 1.0, -0.3], [-1.0, 2.2, 0.6], [-0.6, -1.4, 0.6], [0.5, 0.5, 0.6], [-0.6, 1.0, 0.1], [-1.2, 0.3, -0.6], [0.9, 0.6, 0.3], [-0.6, -0.5, 0.2], [0.6, -0.6, -0.7], [0.2, -0.8, 0.7], [-0.2, 1.1, -0.2], [0.2, 0.3, 1.0], [-0.7, -0.8, 0.2], [0.2, -0.9, -0.2], [0.9, 0.0, -0.5], [0.3, 0.8, 0.0], [-0.5, 0.8, 0.3], [-0.1, -0.1, 0.3], [-0.1, -0.3, 0.5], [0.0, 0.2, -0.1], [-0.1, 0.1, -0.1], [0.1, 0.0, 0.0], [0.1, 0.2, -0.1], [-0.6, 0.2, -0.2], [0.1, -0.1, 0.0], [0.1, -0.2, 0.1], [-0.1, -0.2, 0.1], [0.1, 0.1, -0.1], [0.0, 0.1, -0.1], [0.0, -0.2, 0.1], [-0.1, -0.1, 0.1], [0.6, 0.0, 0.0], [-0.1, 0.0, 0.0], [0.0, -0.1, 0.0], [-0.1, -0.1, 0.1], [-0.1, -0.1, 0.1], [0.0, -0.1, 0.1], [0.1, 0.1, -0.1], [0.0, 0.0, 0.0], [0.0, 0.0, 0.0], [0.0, 0.2, -0.1], [-0.1, 0.0, 0.1], [0.0, 0.0, 0.1], [0.1, 0.0, -0.2], [0.1, -0.1, 0.0], [0.0, 0.0, -0.2], [0.1, 0.0, -0.2], [0.5, -0.2, 0.2], [-0.1, 0.1, 0.0], [-0.2, 0.0, 0.1], [-0.1, 0.0, 0.2], [0.0, 0.0, -0.1], [0.1, 0.0, -0.1], [-0.1, 0.0, 0.2], [0.0, 0.0, 0.2], [-0.5, 0.2, -0.4], [0.1, 0.0, 0.1], [-0.1, 0.0, 0.0], [0.0, 0.0, 0.1], [0.1, 0.0, 0.2], [-0.1, 0.0, 0.1], [0.0, 0.0, -0.2], [0.0, 0.0, -0.1], [0.0, 0.0, 0.0], [0.1, -0.1, -0.1], [-0.1, 0.0, -0.1], [0.0, -0.1, 0.0], [0.1, 0.0, 0.1], [0.1, -0.1, 0.2], [0.1, 0.1, 0.0], [0.1, 0.1, 0.2], [-0.1, -0.5, 0.4], [0.0, 0.1, -0.1], [0.0, 0.0, -0.2], [-0.1, -0.1, -0.2], [0.0, 0.1, 0.1], [0.0, 0.0, 0.1], [-0.1, -0.1, -0.2], [-0.1, -0.2, 0.0], [0.1, 0.6, -0.3], [0.0, -0.1, 0.1], [0.0, 0.0, -0.1], [-0.1, 0.0, -0.1], [-0.1, -0.1, -0.1], [-0.1, 0.0, -0.2], [0.1, 0.1, 0.1], [0.0, 0.0, 0.0], [0.0, 0.0, 0.1], [0.1, 0.0, 0.2], [-0.1, 0.0, 0.1], [0.0, 0.0, 0.1], [0.1, 0.0, -0.2], [0.2, -0.1, -0.1], [0.0, 0.0, -0.2], [0.1, 0.0, -0.2], [0.5, -0.2, 0.3], [-0.1, 0.1, -0.1], [-0.2, 0.1, 0.1], [0.0, 0.0, 0.2], [0.0, 0.0, -0.1], [0.1, 0.0, -0.1], [-0.1, 0.0, 0.2], [0.1, 0.0, 0.2], [-0.5, 0.3, -0.3], [0.1, -0.1, 0.1], [0.0, 0.0, 0.0], [0.0, 0.0, 0.1], [0.0, 0.0, 0.2], [-0.1, 0.0, 0.1], [0.0, 0.0, -0.2], [0.0, 0.0, -0.1], [0.0, 0.0, 0.0], [0.1, -0.1, -0.1], [-0.1, -0.1, 0.0], [0.0, 0.0, -0.1], [0.0, 0.1, 0.1], [0.1, 0.2, -0.1], [0.0, 0.0, 0.2], [0.1, 0.2, 0.1], [0.3, 0.2, -0.5], [-0.1, -0.1, 0.1], [-0.1, -0.2, 0.0], [-0.1, -0.2, -0.1], [0.0, 0.1, 0.1], [0.1, 0.1, 0.0], [-0.1, -0.2, -0.1], [0.0, -0.1, -0.2], [-0.3, -0.2, 0.5], [0.1, 0.0, -0.1], [0.0, 0.0, 0.0], [0.0, -0.1, 0.0], [0.0, -0.1, -0.1], [-0.1, -0.1, 0.0], [0.0, 0.1, 0.2], [0.0, 0.0, 0.1], [0.0, 0.1, 0.0], [0.1, 0.2, 0.0]]}